1.
16
Properties=species:S:1:pos:R:3 method="wB97M-V/def2-TZVPD" total_charge=+2 gap_ev=9.28 homo_energy_ev=-18.12 relative_energy_kcal_mol=103.7 multiplicity=1
C -1.873 1.250 -0.227
C 3.250 0.194 0.085
N -3.133 0.896 -0.262
N 2.807 -2.027 0.170
N -3.654 -0.108 0.487
N 2.416 -0.954 -0.095
H -1.403 2.081 -0.780
H -1.122 0.567 0.252
H 2.598 1.067 0.241
H 3.933 0.079 0.999
H 3.997 0.254 -0.733
H -3.817 1.164 -0.984
H 2.358 -2.920 0.074
H -3.144 -0.432 1.308
H -4.542 -0.394 0.329
H 1.327 -0.716 -0.865

---

2.
92
Properties=species:S:1:pos:R:3 method="wB97M-V/def2-TZVPD" total_charge=+3 s2=3.77 gap_ev="7.80 / 3.35" homo_energy_ev="-16.02 / -16.00" multiplicity=4
Ni 1.303 -0.183 -3.615
Na -2.180 0.491 -0.403
Na 2.852 2.699 -0.682
C 0.544 0.691 -1.283
O 0.134 1.273 -0.265
O 1.642 0.923 -1.814
O -0.226 0.046 -1.990
C 0.261 2.439 4.820
C 0.500 1.636 3.562
C 0.418 0.153 3.761
O 1.164 -0.382 4.882
C 2.513 -0.557 4.607
N -0.453 2.053 2.611
H 0.928 2.162 5.637
H -0.699 2.205 5.279
H 0.385 3.516 4.712
H 1.461 1.823 3.082
H 0.583 -0.417 2.846
H -0.637 -0.037 3.956
H 2.969 0.360 4.233
H 2.758 -1.297 3.846
H 3.111 -0.581 5.518
H -1.425 1.897 2.837
H -0.310 1.554 1.745
C -3.762 3.943 -3.093
C -3.761 2.751 -2.127
C -3.716 1.460 -2.924
O -4.166 0.271 -2.175
C -4.554 -0.842 -2.893
N -2.620 2.801 -1.271
H -2.790 4.075 -3.568
H -4.038 4.868 -2.586
H -4.526 3.885 -3.869
H -4.693 2.665 -1.568
H -2.757 1.360 -3.433
H -4.439 1.536 -3.736
H -5.364 -0.493 -3.533
H -4.973 -1.608 -2.240
H -3.826 -1.290 -3.568
H -2.911 3.645 -0.797
H -1.761 2.982 -1.770
C 1.357 6.145 1.086
C 0.613 4.989 0.368
C 0.767 5.201 -1.192
O 0.228 4.143 -2.000
C 0.562 4.466 -3.317
N 1.155 3.749 0.705
H 2.357 6.245 0.665
H 1.524 6.064 2.160
H 0.899 7.130 1.003
H -0.451 4.971 0.603
H 1.789 5.468 -1.463
H 0.217 6.116 -1.410
H 1.564 4.889 -3.382
H -0.169 5.073 -3.850
H 0.544 3.521 -3.860
H 0.877 3.359 1.594
H 0.563 3.064 0.258
C -2.500 -4.252 -0.820
C -1.154 -3.776 -1.309
C -0.167 -4.855 -1.752
O 0.233 -5.676 -0.675
C 0.894 -6.781 -1.050
N -1.483 -2.819 -2.331
H -2.293 -4.929 0.009
H -2.928 -4.851 -1.624
H -3.230 -3.495 -0.535
H -0.765 -3.153 -0.503
H 0.658 -4.276 -2.168
H -0.431 -5.457 -2.621
H 1.872 -6.581 -1.487
H 0.342 -7.271 -1.852
H 1.123 -7.455 -0.224
H -0.891 -2.975 -3.134
H -1.224 -1.871 -2.100
C 2.619 -1.804 0.439
C 3.055 -3.260 0.456
C 2.337 -4.033 1.563
O 2.690 -3.547 2.811
C 2.694 -4.448 3.921
N 2.848 -3.781 -0.859
H 1.564 -1.767 0.710
H 2.781 -1.390 -0.557
H 3.324 -1.246 1.055
H 4.130 -3.286 0.637
H 2.629 -5.079 1.464
H 1.259 -3.967 1.415
H 3.509 -5.172 3.938
H 1.681 -4.746 4.192
H 2.959 -3.760 4.724
H 2.551 -3.018 -1.451
H 1.984 -4.290 -0.980

---

3.
110
Properties=species:S:1:pos:R:3 method="wB97M-V/def2-TZVPD" total_charge=+1 gap_ev=5.70 homo_energy_ev=-9.48 relative_energy_kcal_mol=77.0 multiplicity=1
Ir 0.787 0.956 0.191
C -3.585 0.769 0.750
C -2.379 1.543 1.284
C -1.992 1.126 2.684
C -2.989 1.012 3.646
C -2.711 0.526 4.913
C -1.437 0.066 5.198
C -0.406 0.180 4.270
C 0.902 -0.535 4.571
C 0.669 -2.045 4.712
C -0.674 0.822 3.045
N 0.432 1.197 2.223
C 1.469 1.698 2.817
C 2.690 1.710 2.143
C 3.973 2.066 2.554
C 4.839 1.619 1.559
C 4.048 1.029 0.571
N 2.750 1.079 0.907
H -3.731 0.991 -0.309
H -4.499 1.055 1.270
H -3.445 -0.306 0.874
H -2.611 2.606 1.270
H -1.527 1.375 0.604
H -3.996 1.328 3.407
H -3.498 0.454 5.651
H -1.232 -0.381 6.163
H 1.338 -0.150 5.496
H 1.628 -0.391 3.773
H 0.015 -2.276 5.552
H 1.616 -2.564 4.862
H 0.210 -2.442 3.805
H 1.412 2.035 3.849
H 4.229 2.574 3.470
H 5.913 1.688 1.541
H 4.395 0.553 -0.333
C -3.800 -4.280 2.322
C -3.317 -3.221 3.075
C -2.360 -2.367 2.546
C -1.876 -2.576 1.258
C -2.363 -3.639 0.501
C -3.330 -4.483 1.031
As -0.408 -1.512 0.533
C 1.068 -2.768 0.744
C 2.328 -2.339 0.331
C 3.406 -3.211 0.326
C 3.239 -4.515 0.769
C 1.994 -4.939 1.213
C 0.908 -4.074 1.194
C -0.831 -1.807 -1.340
C 0.106 -2.305 -2.188
C -0.065 -2.304 -3.602
C -1.397 -2.045 -4.034
C -2.385 -1.625 -3.162
C -2.100 -1.439 -1.824
H -4.542 -4.951 2.734
H -3.687 -3.059 4.079
H -1.991 -1.537 3.134
H -1.990 -3.820 -0.498
H -3.703 -5.301 0.428
H 2.454 -1.314 0.000
H 4.372 -2.877 -0.033
H 4.071 -5.207 0.758
H 1.862 -5.954 1.565
H -0.061 -4.429 1.519
H 1.047 -2.688 -1.813
H 0.297 -3.240 -4.015
H -1.618 -2.172 -5.088
H -3.385 -1.429 -3.530
H -2.863 -1.081 -1.144
F -3.626 6.122 1.518
C -2.570 5.381 1.149
C -2.521 4.875 -0.135
C -1.423 4.116 -0.508
C -0.385 3.848 0.387
C 0.814 3.088 -0.052
C -0.476 4.376 1.675
C -1.560 5.147 2.063
H -3.330 5.077 -0.824
H -1.358 3.734 -1.517
H 1.692 3.370 0.528
H 0.992 3.270 -1.107
H 0.332 4.206 2.377
H -1.625 5.571 3.056
C 2.898 2.030 -2.313
P 1.418 0.950 -2.132
C 0.213 1.777 -3.215
C 0.621 2.442 -4.372
C -0.322 3.010 -5.214
C -1.677 2.907 -4.918
C -2.087 2.257 -3.765
C -1.142 1.698 -2.915
C 1.952 -0.425 -3.222
C 3.223 -0.933 -3.022
C 3.805 -1.817 -3.923
C 3.146 -2.078 -5.118
C 1.878 -1.588 -5.324
C 1.127 -0.954 -4.284
H 3.418 1.794 -3.238
H 3.567 1.893 -1.475
H 2.586 3.073 -2.329
H 1.672 2.507 -4.625
H 0.002 3.528 -6.107
H -2.409 3.337 -5.589
H -3.141 2.186 -3.526
H -1.455 1.189 -2.009
H 3.808 -0.596 -2.172
H 4.788 -2.226 -3.739
H 3.650 -2.636 -5.896
H 1.358 -1.769 -6.258
H 0.463 -0.194 -4.677

---

4.
61
Properties=species:S:1:pos:R:3 method="wB97M-V/def2-TZVPD" total_charge=+1 s2=0.75 gap_ev="6.49 / 6.82" homo_energy_ev="-10.09 / -11.31" multiplicity=2
Y 0.455 2.143 0.694
O 0.158 0.247 -0.348
H -0.280 -0.194 -1.102
C -1.388 1.142 3.401
O -1.024 1.218 2.201
N -2.233 1.989 3.973
C -2.726 1.717 5.312
C -2.747 3.186 3.234
H -1.129 0.321 4.087
H -3.802 1.583 5.195
H -2.533 2.558 5.978
H -2.413 0.814 5.835
H -3.804 3.151 2.972
H -2.689 4.079 3.856
H -2.218 3.416 2.309
C 3.448 0.642 -3.116
O 3.931 0.720 -4.244
N 3.978 0.031 -2.060
C 3.196 -0.164 -0.864
C 5.309 -0.649 -2.107
H 2.435 0.984 -2.852
H 2.412 -0.906 -1.014
H 2.707 0.769 -0.585
H 3.747 -0.463 0.028
H 5.258 -1.722 -1.924
H 5.761 -0.597 -3.098
H 6.105 -0.214 -1.504
C -1.683 1.995 -3.066
O -0.647 2.612 -3.061
N -2.788 2.373 -3.715
C -3.938 1.487 -3.792
C -2.861 3.705 -4.493
H -1.840 1.053 -2.517
H -3.914 0.527 -3.277
H -4.172 1.447 -4.856
H -4.753 2.051 -3.340
H -3.789 4.277 -4.490
H -2.178 4.458 -4.101
H -2.617 3.565 -5.546
C 0.787 -2.009 2.081
O -0.301 -2.552 2.139
N 1.943 -2.696 2.165
C 3.269 -2.049 2.274
C 2.042 -4.125 2.253
H 0.974 -0.927 1.994
H 3.646 -2.266 3.273
H 3.353 -0.967 2.171
H 4.027 -2.483 1.621
H 1.102 -4.666 2.145
H 2.696 -4.426 1.434
H 2.523 -4.393 3.193
C 0.679 -3.097 -1.334
Cl -0.137 -4.395 -0.580
Cl 0.008 -2.731 -2.932
Cl 2.470 -3.392 -1.572
H 0.454 -2.198 -0.760
C -2.785 -1.200 0.495
Cl -3.689 -1.326 2.007
Cl -3.218 0.312 -0.356
Cl -2.843 -2.717 -0.465
H -1.737 -1.043 0.751

---

5.
92
Properties=species:S:1:pos:R:3 method="wB97M-V/def2-TZVPD" total_charge=+1 s2=3.84 gap_ev="5.87 / 2.21" homo_energy_ev="-10.35 / -10.36" multiplicity=4
O -4.291 -2.272 -1.384
V -2.776 -1.938 -0.956
O 1.943 -3.241 -0.538
V 0.401 -3.629 -0.795
B -2.998 -1.543 1.331
H -3.680 -2.357 1.137
H -3.168 -0.838 0.532
H -3.289 -1.036 2.238
H -1.988 -1.922 1.328
B 0.488 -4.345 1.376
H 0.126 -3.354 1.152
H 0.008 -5.013 0.679
H 1.567 -4.361 1.335
H 0.153 -4.499 2.390
B -1.949 -4.177 -1.101
H -2.960 -4.478 -1.330
H -1.613 -3.393 -1.763
H -1.948 -3.646 -0.162
H -1.180 -4.931 -1.045
C -0.035 -0.202 -0.451
O -0.516 -1.472 -0.771
H -0.492 0.615 -1.008
H -0.496 0.003 0.515
H 1.048 -0.080 -0.493
C 1.000 -0.275 3.323
C -0.393 -0.534 3.782
C -0.626 -0.239 5.296
O -1.830 -0.783 5.739
C -1.970 -0.560 7.155
N -1.264 0.297 2.952
H 1.759 -0.892 3.804
H 1.291 0.756 3.528
H 1.122 -0.375 2.244
H -0.537 -1.583 3.523
H -0.525 0.836 5.442
H 0.191 -0.548 5.948
H -1.891 0.510 7.346
H -1.251 -1.103 7.769
H -2.899 -1.023 7.488
H -2.252 0.142 3.091
H -1.150 -0.024 2.002
C 4.242 -0.045 0.773
C 4.894 -0.801 -0.368
C 6.197 -0.148 -0.846
O 6.018 1.141 -1.519
C 7.050 2.136 -1.294
N 5.083 -2.153 0.148
H 4.083 0.999 0.504
H 4.839 0.018 1.683
H 3.230 -0.378 1.005
H 4.247 -0.996 -1.223
H 6.739 -0.751 -1.574
H 6.819 0.110 0.011
H 6.938 2.421 -0.248
H 6.731 3.022 -1.843
H 8.041 1.729 -1.494
H 4.328 -2.759 0.438
H 5.740 -2.733 -0.354
C -2.432 1.138 -4.194
C -3.003 -0.151 -3.598
C -2.227 -1.427 -4.134
O -2.894 -2.513 -3.576
C -2.593 -3.662 -4.333
N -2.900 0.017 -2.201
H -2.864 1.987 -3.664
H -2.482 1.146 -5.282
H -1.383 1.345 -3.982
H -4.071 -0.314 -3.742
H -1.204 -1.285 -3.785
H -2.309 -1.338 -5.217
H -3.468 -4.307 -4.256
H -1.818 -4.339 -3.973
H -2.211 -3.463 -5.334
H -1.930 0.239 -2.030
H -3.326 0.926 -2.090
C -1.909 3.326 -0.638
C -1.142 4.237 -1.545
C -0.305 5.246 -0.677
O -1.154 6.045 0.103
C -0.422 6.935 0.857
N -0.313 3.572 -2.583
H -1.224 2.906 0.099
H -2.276 2.475 -1.212
H -2.703 3.824 -0.080
H -2.021 4.733 -1.955
H 0.162 5.893 -1.420
H 0.433 4.640 -0.152
H -1.254 7.512 1.262
H 0.217 7.564 0.238
H 0.032 6.543 1.768
H 0.292 4.201 -3.091
H 0.351 3.046 -2.033